DFT (ωB97M-V/def2-TZVPD) results for an isolated molecule of C5H7NO.

Results
* SMILES: C1=N[C@@H]2OC[C@@H]2C1
* HOMO level: -9.89 eV

Structure (XYZ):
```
14
Properties=species:S:1:pos:R:3:forces:R:3:nbo_charge:R:1
O 1.66367 0.46856 0.72073 0.1 -0.2 0.2 -0.5222
N 0.71104 -1.69249 0.01973 -0.3 0.2 0.0 -0.4009
C -0.10282 0.56203 -0.48475 0.1 0.0 -0.1 -0.2930
C 0.60743 1.43127 0.56146 -0.2 0.3 0.1 -0.0526
C -1.25663 -0.34337 -0.04384 0.0 0.1 -0.1 -0.4897
C 1.14154 -0.34424 -0.33695 0.1 0.1 -0.4 0.2268
C -0.55738 -1.68073 0.08452 0.0 -0.3 0.2 0.1411
H 1.85792 -0.42282 -1.15987 -0.1 0.1 0.0 0.1759
H -2.08677 -0.36918 -0.75546 0.1 0.0 0.1 0.2271
H 0.97937 2.39241 0.17735 0.0 -0.3 0.0 0.1756
H -0.26266 1.03600 -1.45350 0.0 -0.1 0.1 0.2202
H -1.10391 -2.61641 0.23771 0.1 0.2 0.1 0.1894
H -1.67138 -0.04754 0.92928 0.0 -0.1 -0.1 0.2293
H 0.08059 1.62652 1.50359 0.0 -0.1 -0.1 0.1731
```
Forces are in eV/Å.